The following is a DFT calculation (ωB97M-V with the def2-TZVPD basis set) of C9H20Br3NOV as an isolated structure at a distorted geometry.

Positions of all 35 atoms, in Å:
1 O -0.919 -0.482 -2.853
2 V -1.229 0.717 -3.877
3 C 3.341 -2.510 0.637
4 C 3.170 -0.991 0.344
5 C 1.707 -0.556 -0.025
6 C 0.690 -0.656 1.092
7 N -0.735 0.004 0.645
8 C -0.579 1.544 0.375
9 C -1.907 2.171 0.587
10 C -2.631 1.266 1.531
11 C -1.648 0.103 1.931
12 C -1.281 -0.801 -0.480
13 H 4.243 -2.672 1.227
14 H 3.120 -3.037 -0.291
15 H 2.513 -2.785 1.290
16 H 3.807 -0.582 -0.440
17 H 3.399 -0.393 1.226
18 H 1.450 -1.121 -0.921
19 H 1.871 0.471 -0.350
20 H 1.004 -0.240 2.050
21 H 0.537 -1.697 1.376
22 H -0.149 1.639 -0.622
23 H 0.212 1.916 1.026
24 H -2.524 2.256 -0.308
25 H -1.786 3.173 0.998
26 H -3.629 0.922 1.260
27 H -2.777 1.851 2.439
28 H -2.027 -0.881 2.208
29 H -0.926 0.508 2.639
30 H -2.325 -0.533 -0.637
31 H -1.216 -1.794 -0.034
32 H -0.632 -0.588 -1.329
33 Br 0.379 -0.179 -5.043
34 Br -0.083 2.041 -2.703
35 Br -2.438 1.913 -4.969

Properties
molecular weight = 448.921 u
relative energy (zero: lowest compared OMol25 entry of this formula, charge and spin) = 300.32 kJ/mol
spin multiplicity = 2
HOMO-LUMO gap (alpha / beta) = 0.2720 / 0.2942 Ha